DFT (ωB97M-V/def2-TZVPD) results for a molecular structure, C18H51BBaF3N2O22P4 in a non-equilibrium geometry.

Values from the calculation:
Net charge: +1
Energy above the lowest of the compared OMol25 structures with the same formula, charge and spin (kJ/mol): 1126.02

Cartesian coordinates (Å):
Ba (1.7004, -3.0801, -0.4839)
B (-0.2591, 0.5442, 0.3221)
H (-0.6270, -0.0146, -0.5244)
H (0.8180, 0.5712, 0.2643)
H (-0.6883, 1.5329, 0.3724)
H (-0.4975, -0.0499, 1.1907)
C (-4.6491, 3.3274, 2.5212)
N (-6.1312, 3.3799, 2.4334)
O (-6.6650, 2.3822, 1.9409)
O (-6.6964, 4.3842, 2.8138)
H (-4.3020, 3.5716, 1.5172)
H (-4.4046, 2.3414, 2.9165)
H (-4.3282, 3.9832, 3.3305)
C (1.4186, 1.2000, 5.5724)
N (2.0966, 2.0405, 6.5185)
O (2.6306, 3.0674, 6.1779)
O (2.2928, 1.5259, 7.6085)
H (0.3870, 1.5191, 5.4244)
H (1.5457, 0.1473, 5.8251)
H (1.9588, 1.2884, 4.6298)
C (-4.7298, -6.7400, -3.1122)
O (-5.2850, -5.4216, -2.9372)
P (-4.5321, -4.0552, -3.2757)
O (-3.0671, -4.1016, -3.0952)
O (-5.4628, -2.9408, -2.4439)
C (-5.0665, -1.5794, -2.3943)
O (-5.0335, -3.7591, -4.8059)
C (-6.3310, -3.8996, -5.1785)
H (-3.9366, -6.7352, -3.8597)
H (-5.4633, -7.4560, -3.4828)
H (-4.4531, -7.1290, -2.1322)
H (-4.4398, -1.3581, -3.2582)
H (-4.5508, -1.2034, -1.5107)
H (-5.9759, -0.9800, -2.4386)
H (-7.1452, -3.8253, -4.4576)
H (-6.3409, -4.8817, -5.6513)
H (-6.5462, -3.0703, -5.8524)
C (9.3472, -2.9278, -2.3018)
O (9.0082, -1.8215, -1.6010)
P (7.5717, -1.0259, -1.9056)
O (6.3370, -1.8610, -1.8613)
O (7.4977, 0.2466, -0.8703)
C (6.4600, 1.2442, -0.8122)
O (7.9526, -0.3323, -3.3224)
C (6.9970, 0.3499, -4.1618)
H (10.1539, -2.7516, -3.0133)
H (8.5177, -3.3691, -2.8542)
H (9.8125, -3.6871, -1.6732)
H (6.2942, 1.3964, 0.2543)
H (5.5116, 0.9393, -1.2546)
H (6.8881, 2.1725, -1.1905)
H (6.9513, -0.1711, -5.1181)
H (7.4372, 1.3389, -4.2894)
H (6.0164, 0.4697, -3.7013)
C (-3.7553, -3.8475, 3.8321)
O (-3.1020, -4.3919, 4.9757)
P (-1.5182, -4.8614, 5.0089)
O (-0.8086, -4.6238, 3.7062)
O (-0.9054, -4.0681, 6.2524)
C (-1.4340, -4.2103, 7.5168)
O (-1.4889, -6.4048, 5.4814)
C (-1.9637, -7.4229, 4.5593)
H (-4.1351, -2.8878, 4.1823)
H (-4.6612, -4.3413, 3.4806)
H (-3.0909, -3.7396, 2.9747)
H (-1.6923, -3.2545, 7.9727)
H (-0.6477, -4.5165, 8.2068)
H (-2.3240, -4.8171, 7.3504)
H (-2.8853, -7.7612, 5.0328)
H (-1.3172, -8.2974, 4.4860)
H (-2.1252, -7.0600, 3.5443)
C (0.3578, 1.5000, -5.6867)
O (0.0273, 0.4748, -6.5239)
P (1.1386, -0.7152, -6.7633)
O (1.6321, -1.3463, -5.4603)
O (0.4468, -1.7099, -7.8718)
C (0.1940, -3.0877, -7.5702)
O (2.2969, 0.0563, -7.6028)
C (2.0443, 0.7226, -8.8696)
H (-0.1181, 1.5022, -4.7061)
H (0.0763, 2.4194, -6.2002)
H (1.4096, 1.5547, -5.4058)
H (-0.8663, -3.2670, -7.3924)
H (0.7110, -3.3817, -6.6567)
H (0.5182, -3.6783, -8.4270)
H (2.3919, 1.7540, -8.9272)
H (1.0101, 0.6674, -9.2095)
H (2.6563, 0.1975, -9.6030)
C (0.6336, 8.0471, 3.6444)
C (0.7236, 8.6695, 5.0851)
O (0.5295, 10.0558, 5.1095)
C (0.2176, 10.6264, 6.3167)
O (0.0508, 10.0145, 7.3347)
C (0.1255, 12.1676, 6.2403)
F (-1.0820, 12.5543, 6.5360)
F (0.8556, 12.8076, 7.1942)
F (0.4817, 12.7187, 5.0093)
H (0.4724, 6.9693, 3.6671)
H (1.4789, 8.3638, 3.0334)
H (-0.2311, 8.4840, 3.1448)
H (1.7115, 8.3820, 5.4450)
H (-0.0342, 8.2465, 5.7446)



DFT (ωB97M-V/def2-TZVPD) results for a single C17H26N2 molecule in a non-equilibrium geometry.

Values from the calculation:
Energy above the lowest of the compared OMol25 structures with the same formula, charge and spin (kJ/mol): 1461.06
SMILES: C/C=C(\C)CN1CCN(c2cccc(C)c2C)CC1

Cartesian coordinates (Å):
C (2.9512, 2.6915, -3.9506)
C (2.4895, 1.4396, -3.0260)
C (1.7577, 0.3843, -3.2770)
C (1.0026, 0.2207, -4.7317)
C (1.4939, -0.7533, -2.4704)
N (1.6521, -0.2465, -1.1260)
C (0.4854, 0.7220, -0.6342)
C (-0.6477, -0.1223, -0.3970)
N (-0.7507, -1.1254, 0.5738)
C (-0.7126, -0.7281, 2.0773)
C (0.2057, -0.9072, 2.9162)
C (0.0102, -0.3314, 4.2378)
C (-1.4300, 0.0096, 4.6423)
C (-2.3378, 0.0396, 3.7162)
C (-3.5990, 0.4925, 4.2164)
C (-2.0574, -0.5208, 2.5493)
C (-3.1719, -0.4150, 1.4982)
C (0.6076, -2.0147, 0.3406)
C (1.8433, -1.1831, -0.0204)
H (2.7237, 3.6044, -3.6106)
H (2.3802, 2.6700, -5.0828)
H (4.1352, 2.5447, -4.2507)
H (3.1790, 1.7004, -2.1929)
H (1.2609, 0.7893, -5.6318)
H (-0.0464, 0.5174, -4.7227)
H (1.1413, -0.5843, -5.1753)
H (2.4006, -1.3592, -2.5942)
H (0.4111, -0.9036, -2.5689)
H (0.5773, 1.4414, -1.3847)
H (0.9345, 1.2506, 0.2667)
H (-1.5271, 0.5358, 0.0276)
H (-1.1039, -0.2251, -1.1670)
H (1.1950, -1.0006, 2.7052)
H (0.8115, -0.3821, 4.9471)
H (-1.3534, 0.1252, 5.7958)
H (-4.0121, 0.8216, 3.5744)
H (-4.3914, -0.5580, 4.2657)
H (-3.8350, 0.7551, 5.1491)
H (-3.5766, 0.3834, 1.0769)
H (-2.8031, -0.9673, 0.5838)
H (-3.9772, -0.9799, 2.0239)
H (0.6799, -2.7565, 1.0339)
H (0.3520, -2.5267, -0.4494)
H (2.4675, -1.8832, -0.5137)
H (2.1844, -0.6650, 0.7600)



DFT (ωB97M-V/def2-TZVPD) results for a single C18H32N2O6 molecule.

Values from the calculation:
Energy above the lowest of the compared OMol25 structures with the same formula, charge and spin (kJ/mol): 22.09
SMILES: CCOC(=O)CNC(=O)[C@@H]1CCCN(C(=O)[C@@H](O)[C@@H](OC)C(C)C)CC1

Cartesian coordinates (Å):
C (-3.9414, 7.5726, 5.2456)
C (-3.4532, 8.3894, 4.0761)
O (-3.0846, 7.4664, 3.0268)
C (-2.6225, 8.0285, 1.8993)
O (-2.5084, 9.2125, 1.7397)
C (-2.2686, 7.0160, 0.8362)
N (-2.4052, 5.6483, 1.2756)
C (-2.0165, 4.6246, 0.4761)
O (-1.5545, 4.8319, -0.6359)
C (-2.1487, 3.2404, 1.0878)
C (-0.8565, 2.8708, 1.8473)
C (0.4717, 3.1508, 1.1424)
C (0.6072, 2.5467, -0.2677)
N (-0.2953, 1.4330, -0.5306)
C (-0.1263, 0.1760, -0.0354)
O (-1.0333, -0.6389, -0.0064)
C (1.2769, -0.1996, 0.4685)
O (1.2375, -1.3885, 1.2152)
C (2.2115, -0.4077, -0.7371)
O (3.5714, -0.4352, -0.3433)
C (4.1268, 0.8358, -0.1165)
C (1.9011, -1.6751, -1.5478)
C (2.5911, -2.9265, -1.0068)
C (2.2994, -1.4501, -3.0059)
C (-1.6216, 1.7937, -1.0254)
C (-2.6000, 2.1730, 0.0822)
H (-4.2300, 8.2369, 6.0599)
H (-4.8094, 6.9748, 4.9683)
H (-3.1595, 6.9061, 5.6091)
H (-4.2207, 9.0595, 3.6900)
H (-2.5798, 8.9907, 4.3270)
H (-2.9041, 7.2212, -0.0292)
H (-1.2462, 7.2183, 0.5134)
H (-2.8169, 5.4728, 2.1755)
H (-2.9408, 3.2936, 1.8418)
H (-0.8421, 3.4114, 2.7973)
H (-0.9243, 1.8093, 2.1027)
H (0.6300, 4.2294, 1.0652)
H (1.2678, 2.7734, 1.7907)
H (0.3669, 3.3096, -1.0049)
H (1.6396, 2.2503, -0.4453)
H (1.6708, 0.6224, 1.0776)
H (0.6557, -1.2658, 1.9714)
H (2.0594, 0.4522, -1.4042)
H (5.1776, 0.6916, 0.1263)
H (4.0506, 1.4681, -1.0103)
H (3.6506, 1.3591, 0.7224)
H (0.8190, -1.8268, -1.4962)
H (3.6741, -2.8286, -1.0855)
H (2.3365, -3.1109, 0.0327)
H (2.2848, -3.7903, -1.6000)
H (3.3661, -1.2229, -3.0760)
H (2.1095, -2.3441, -3.6017)
H (1.7428, -0.6231, -3.4525)
H (-1.4953, 2.6204, -1.7208)
H (-2.0231, 0.9357, -1.5618)
H (-2.8269, 1.2692, 0.6526)
H (-3.5334, 2.4962, -0.3870)



DFT (ωB97M-V/def2-TZVPD) results for 2 unconnected molecules or ions with the total composition C3H11N3 in a non-equilibrium geometry.

Values from the calculation:
Energy above the lowest of the compared OMol25 structures with the same formula, charge and spin (kJ/mol): 247.67
SMILES: C=CN.NCN

Cartesian coordinates (Å):
C (-1.8030, 0.2795, 0.0657)
C (-2.0609, -0.6075, -0.9534)
N (-2.9545, -1.6495, -0.9159)
H (-1.5778, -0.1826, 1.0266)
H (-1.7024, 1.3433, -0.0659)
H (-1.4660, -0.5588, -1.8643)
H (-3.2471, -2.0072, -0.0129)
H (-2.6102, -2.3852, -1.5268)
N (1.6212, -0.0625, -0.2742)
C (1.9295, 0.4648, 1.0764)
N (2.7466, 1.6772, 0.9459)
H (2.4530, -0.3512, -0.7675)
H (0.9945, -0.8534, -0.1788)
H (1.0470, 0.7154, 1.6620)
H (2.4104, -0.3398, 1.6481)
H (3.4073, 1.4648, 0.2039)
H (2.1569, 2.3389, 0.4472)



no.,HOMO-LUMO gap (eV),molar mass (g/mol)
1,5.55,976.63
2,8.69,258.41
3,9.54,372.46
4,8.65,89.14